Below is a cluster of 13 separate species, C76H175N8O16 in total, with properties calculated with ωB97M-V/def2-TZVPD.

Geometry as XYZ:
```
275
Properties=species:S:1:pos:R:3
H -0.138 2.362 -0.598
H -7.638 0.371 1.226
H 6.075 4.986 -0.161
C -3.823 8.917 -0.051
O 1.177 -2.497 4.215
C -2.464 -0.643 4.270
H 6.388 6.670 -2.692
H 4.408 2.486 4.943
H -1.008 4.187 -5.019
H 2.796 3.721 -1.431
N 4.687 4.737 -1.818
H 5.006 -1.864 3.718
H 0.364 -7.122 1.775
C 2.912 -6.659 5.407
H -3.444 2.563 3.727
H -2.255 3.175 1.579
H -2.103 -5.278 -4.440
H -2.212 0.100 5.036
H -3.727 8.859 -1.148
H 0.052 -1.831 2.099
H -1.954 4.365 -0.444
O 4.781 -8.965 5.169
O -3.971 7.604 0.549
H 3.870 -10.287 3.915
H -7.151 -1.004 3.202
H 2.728 1.279 5.027
H 2.477 -8.702 2.813
H -0.009 -0.174 -2.184
H -3.358 5.925 2.438
H -0.897 4.169 3.182
C -5.328 0.466 -2.579
H -0.610 3.165 -7.823
C -2.555 -4.387 -3.994
H -5.190 -0.455 -3.167
H 2.410 -1.090 2.833
C -0.064 4.735 -2.676
H -4.316 -3.405 3.436
H 0.385 -7.158 6.558
C 2.725 -0.244 6.581
C 4.983 -9.835 6.302
C 2.859 0.224 5.149
H 8.981 7.201 -2.297
H 3.049 -7.397 6.167
H 3.916 -6.460 5.090
O -3.128 1.157 -2.269
H -1.624 -0.308 -4.337
H 0.874 -5.483 1.489
H 3.286 4.918 -0.282
C 3.452 3.281 -7.458
H 5.008 3.728 -8.934
C -0.263 -3.191 6.004
H -0.428 0.473 0.834
H 1.165 -8.934 5.173
C 1.804 -6.122 3.265
C -4.962 -2.764 2.867
C 3.876 5.658 -2.685
C -0.091 -7.252 5.574
H -1.146 2.471 3.596
C 3.667 4.045 -0.835
C -2.869 5.738 1.502
O -1.143 4.098 -2.641
H -0.298 6.394 -1.313
C -1.528 0.135 -6.506
H -6.245 0.476 -2.015
H -1.873 5.377 1.750
C -8.573 1.506 2.685
H 5.032 6.385 -0.524
H -1.965 2.707 -6.778
H 2.608 -2.694 0.478
C -2.999 4.298 -0.550
C -2.017 -5.446 1.684
H -1.928 -6.469 2.050
C -0.897 4.431 -6.089
H 4.152 -9.841 7.040
H -3.858 4.252 3.584
H -4.974 3.049 3.063
C -1.723 0.498 -5.027
H 4.563 6.167 -3.343
O 2.056 0.047 -3.912
C -0.497 -0.241 -0.069
H -6.338 0.365 3.980
C 0.241 -5.443 -3.565
O 4.073 -1.640 1.581
H 5.517 0.150 6.024
H -3.188 -1.341 1.090
C -0.136 6.203 -2.350
C 3.623 -9.348 4.445
C 8.970 6.119 -2.571
H -6.389 -4.829 0.537
H 3.904 -7.675 3.152
C 4.062 0.293 2.978
C 3.634 -2.272 0.387
O -0.535 -3.873 3.718
H -4.669 9.454 0.303
C 0.163 -3.166 4.496
H 1.970 -6.734 1.154
C -2.435 -5.758 -2.051
C 4.339 -1.624 4.559
C -7.294 0.915 2.127
H 0.120 3.383 4.261
N -0.078 2.014 -6.135
H -9.446 0.809 2.768
H -0.249 -6.252 5.135
H -3.534 -5.664 -1.931
H 1.403 3.183 -5.216
H -1.582 -0.505 -0.193
H 4.397 -3.022 0.188
C -1.898 5.456 -6.478
C 5.443 3.683 -2.606
H -5.455 3.959 -1.208
H -3.309 3.348 -0.934
H -1.828 6.304 -5.786
H 4.092 2.446 -7.053
H -1.170 -2.622 0.949
H -1.824 -0.907 -6.749
H -1.323 -3.404 6.079
O -4.275 0.601 -0.417
H -5.508 -0.675 1.250
C 5.371 2.021 4.811
H 3.303 2.592 0.597
H -8.831 2.324 2.016
C 0.515 2.904 2.073
H 6.173 0.006 4.488
C -3.031 -1.413 2.154
H -4.260 -3.736 1.160
H 5.101 3.192 0.582
H -5.545 1.200 -3.389
H 0.153 1.134 -4.298
H 1.944 1.563 -5.686
C -2.126 -0.317 2.763
H 4.367 -1.071 -4.794
H 0.163 -5.283 -4.661
H -2.552 -2.278 -4.509
H -0.221 -6.408 -3.338
H -5.866 -2.615 3.475
C -2.688 6.946 0.612
H 6.089 3.229 -1.868
C -5.272 -0.335 2.274
H 9.877 5.642 -2.193
C 1.200 -6.426 1.884
H 1.282 -5.367 -3.354
H 3.672 4.100 -6.766
H 2.182 -0.308 -1.115
N -4.354 -1.369 2.905
H -1.781 -1.493 4.558
H 4.116 1.858 -2.475
H 8.858 6.026 -3.656
O -2.485 -5.446 0.353
H -2.341 -3.669 -0.708
H 2.324 -5.771 5.643
H 5.100 1.931 -3.925
H 3.117 5.063 -3.152
C 1.433 2.438 -6.034
H -1.055 -7.742 5.678
C 4.555 2.586 -3.202
C -0.220 0.716 -6.971
H -2.908 9.386 0.277
N -3.608 4.562 0.824
H 0.676 0.206 -6.783
H 1.093 -5.502 3.826
H 3.688 3.064 -3.681
H 0.097 4.894 -6.106
H 0.434 -8.245 3.670
H 1.733 -0.082 6.943
H 3.699 -1.565 -0.491
C -1.831 -6.112 -0.672
H -0.212 2.284 -2.234
C -0.689 1.574 -4.787
H 5.002 -10.861 5.919
H 2.811 -0.082 1.313
C -5.192 -3.307 1.514
H 3.420 -2.144 4.537
H 5.716 2.218 3.769
H -1.015 -5.026 1.664
H -4.618 0.572 2.203
H -2.534 0.674 2.548
C 4.190 2.874 0.010
C -0.959 3.100 -6.768
C -3.944 -0.980 4.354
H 1.453 3.854 -7.631
C 0.877 -7.993 4.674
H 5.974 -9.601 6.747
H 0.337 -3.954 6.513
H 4.863 -1.739 5.481
H 5.955 4.191 -3.419
H 1.849 2.148 -8.104
C 3.051 -8.212 3.589
H 4.480 -1.193 -3.082
H -0.172 -3.315 -3.141
H -3.311 5.090 -1.219
C -6.269 -4.446 1.559
C -3.349 3.278 1.604
H 6.138 2.421 5.470
H -1.962 -2.424 -2.056
C 0.165 0.415 -1.275
H -0.724 -6.075 -0.672
H -1.616 5.771 -7.507
H 3.632 1.298 2.968
C -5.887 3.861 -0.218
H -0.044 -2.198 6.420
C -5.083 4.832 0.679
H 7.017 7.226 -1.243
C -0.411 3.235 3.340
H -1.056 2.413 -4.238
H 3.402 0.201 7.280
H 2.885 -1.327 6.707
C -6.557 -0.096 2.983
C 1.634 0.645 -0.947
H -3.751 2.457 0.992
N 2.126 -7.270 4.251
N 4.124 -0.138 4.429
H -5.234 5.786 0.184
O 0.168 3.415 0.994
N -1.956 -4.414 -2.649
C 2.439 -1.131 -3.652
H 5.035 0.199 2.544
H 0.013 -4.203 -1.700
H -2.712 0.890 -4.869
H -6.513 1.621 1.822
C -0.397 -4.320 -2.703
H -7.237 -3.996 1.758
H -2.902 5.039 -6.574
H 2.060 -0.157 4.513
O 0.274 -1.364 0.120
H -1.491 1.755 -1.484
H 3.973 -2.614 -3.945
H -1.994 7.684 1.043
C 3.194 -0.640 2.148
H -2.029 -7.214 -0.585
C -0.105 -2.283 1.103
C 3.906 -1.535 -3.933
O 0.988 4.178 -3.106
H -3.591 -4.578 -3.838
C -2.257 -3.259 -4.920
H -1.156 -3.280 -5.084
H 3.359 6.298 -2.009
H -1.030 6.660 -2.820
C -3.919 3.310 3.020
H -2.614 -2.385 2.356
H 2.034 1.357 -1.650
H 0.542 -3.143 0.980
C 5.367 0.488 4.985
H -2.267 0.718 -7.064
H -3.462 -3.239 -1.984
H -8.387 1.991 3.673
C 5.601 5.580 -0.939
H 2.747 -5.584 3.100
H -6.108 -5.253 2.255
C 1.993 2.951 -7.362
H -1.121 -0.514 2.529
H -2.710 -4.815 2.258
H -5.449 4.953 1.683
H 3.594 4.710 -9.149
H 0.766 6.666 -2.735
N -0.469 1.804 -1.382
O 7.903 5.468 -1.845
C 3.909 3.698 -8.872
H -0.273 1.013 -7.979
H -2.203 -6.569 -2.703
H -6.950 4.114 -0.215
O 1.658 -1.945 -3.078
C -4.141 0.756 -1.677
H 3.685 2.975 -9.714
H 2.859 -9.614 5.177
H -4.671 -0.262 4.657
C -2.419 -3.356 -1.721
H -5.877 2.797 0.041
H -2.276 6.644 -0.367
O 1.541 2.198 2.283
H -5.492 -2.552 0.787
H -2.792 -3.390 -5.857
H 4.359 2.032 -0.641
C 6.741 6.259 -1.720
H -4.239 -1.909 4.855
H 1.841 0.940 0.076
```

- Charge: +3
- Gap between HOMO and LUMO: 8.01 eV
- Energy: -4641.64926 hartree
- Molar mass: 1457.28 g/mol